A single C4H10N2O2 molecule, computed with the ωB97M-V functional and the def2-TZVPD basis.

Values from the calculation:
* spin multiplicity: 1
* orbital gap: 9.91 eV
* HOMO: -0.336 Ha
* molar mass: 118.14 g mol⁻¹
* structure (SMILES): CNC(=O)[C@@H](N)CO
* ΔE to the lowest compared entry with this formula, charge and spin: 2.223 eV
* F_max: 2.4 eV Å⁻¹

Cartesian coordinates (Å):
C (-0.17055, -0.99169, -2.15812)
N (0.91450, -1.19153, -1.23982)
C (0.94125, -0.49616, -0.06425)
O (1.94839, -0.47638, 0.63876)
C (-0.28339, 0.15145, 0.54329)
N (-0.89019, -0.65716, 1.61923)
C (0.08880, 1.50101, 1.21471)
O (-0.91223, 2.46521, 1.00459)
H (-0.40885, -0.04422, -2.66552)
H (-1.14491, -1.29801, -1.73268)
H (-0.01921, -1.59068, -3.05551)
H (1.63207, -1.88583, -1.39218)
H (-1.03105, 0.40674, -0.20402)
H (-1.40963, -1.47597, 1.34463)
H (-0.13019, -0.82436, 2.27200)
H (0.38513, 1.29034, 2.23570)
H (1.03438, 1.79119, 0.74805)
H (-0.54430, 3.32606, 0.89115)

A molecular structure, C17H23N9O3, computed with the ωB97M-V functional and the def2-TZVPD basis.

Values from the calculation:
* spin multiplicity: 1
* orbital gap: 7.82 eV
* HOMO: -0.291 Ha
* molar mass: 401.43 g mol⁻¹
* ΔE to the lowest compared entry with this formula, charge and spin: 25.780 eV
* F_max: 18.6 eV Å⁻¹

Cartesian coordinates (Å):
C (-0.84307, -2.73497, 0.50625)
C (-1.47424, -2.10550, 1.89707)
H (-2.00813, -2.90532, 2.43912)
C (-2.51605, -1.04177, 1.55780)
N (-1.97741, 0.14914, 0.67539)
C (-1.40751, 1.08764, 1.23660)
C (0.01769, 0.66388, 1.71170)
C (1.01654, 0.75951, 1.01152)
N (1.99483, 0.38505, 1.86634)
N (1.53497, 0.26323, 3.14986)
N (0.05018, 0.53104, 2.88797)
C (-0.59475, 0.67975, 4.04748)
N (-1.64961, 1.06813, 4.39605)
O (-2.19790, 0.76952, 5.56706)
N (-1.06141, 0.50145, 6.32281)
C (0.00867, 0.08800, 5.45139)
N (1.28793, -0.30347, 5.90326)
H (1.47494, -0.44682, 6.75626)
H (1.71059, -0.15785, 5.12616)
C (1.29081, 0.72907, -0.44210)
O (0.58783, 1.58450, -1.15718)
N (2.46145, 0.10184, -0.91475)
N (3.02064, 0.16491, -2.01513)
C (2.60120, 0.53127, -3.10511)
C (3.16686, 0.85975, -4.33843)
C (4.53298, 0.11376, -4.42066)
O (5.09272, 0.24937, -5.68183)
C (3.74442, 0.85511, -6.43920)
C (2.98030, 1.00600, -5.58778)
H (1.99562, 1.51838, -5.70017)
H (3.90780, 1.05791, -7.49172)
H (5.31163, -0.22616, -3.83592)
H (1.57692, 1.15265, -3.06924)
H (3.14479, -0.13793, 0.00880)
H (-2.05971, 1.48573, 2.08818)
H (-1.60616, 1.87197, 0.45906)
C (-3.17667, 0.58322, -0.33737)
C (-2.55051, 0.56918, -1.71638)
C (-2.12574, -0.38230, -2.56038)
H (-2.98076, -1.13891, -2.88904)
H (-1.62618, -0.19126, -3.36619)
H (-1.31404, -1.14710, -2.13554)
H (-3.24045, 1.36209, -2.32935)
H (-1.55681, 1.48614, -1.53818)
H (-3.83994, -0.35197, -0.65344)
H (-3.74742, 1.25298, 0.23505)
H (-3.29369, -1.64057, 1.17001)
H (-2.78415, -0.68257, 2.63815)
H (-0.71744, -1.58693, 2.34293)
H (-0.38145, -1.88861, -0.25736)
H (-1.66451, -3.06725, -0.14270)
H (-0.11660, -3.34494, 0.67289)

2 unconnected molecules or ions with the total composition C8H6F3IO, computed with the ωB97M-V functional and the def2-TZVPD basis.

Values from the calculation:
* spin multiplicity: 1
* orbital gap (alpha / beta): 9.10 / 9.10 eV
* HOMO (alpha / beta): -0.353 / -0.353 Ha
* molar mass: 302.03 g mol⁻¹
* ΔE to the lowest compared entry with this formula, charge and spin: 1.854 eV
* F_max: 4.6 eV Å⁻¹

Cartesian coordinates (Å):
C (-2.15906, 1.11509, -1.06986)
C (-1.35234, 0.41745, -2.01954)
C (-1.91153, 1.06909, 0.31523)
C (-0.20355, -0.10373, -1.52830)
C (-0.85914, 0.26720, 0.77215)
C (0.04079, -0.30159, -0.15016)
C (1.28164, -0.84690, 0.38063)
C (2.20834, 0.13774, 1.10486)
O (0.63028, -2.17905, 1.69166)
F (1.61826, 0.78626, 2.04232)
F (2.59599, 0.87059, 0.07856)
F (3.28357, -0.48888, 1.68073)
I (2.44544, -2.05863, -0.88248)
H (-2.89576, 1.75382, -1.55614)
H (-1.63583, 0.64121, -3.07143)
H (-2.53870, 1.41049, 1.07549)
H (0.55192, -0.41809, -2.22465)
H (-0.77997, 0.08232, 1.83650)
H (-0.32036, -2.15438, 1.52443)